{"formula": "CH3NSSi", "method": "ωB97M-V/def2-TZVPD", "species": ["C", "N", "Si", "S", "H", "H", "H"], "xyz": [[-1.55033, -0.75549, 1.22233], [-1.81134, -1.55157, 1.98221], [0.68603, 0.36128, -0.77454], [-0.51644, 1.72619, 0.34365], [-0.18958, -0.33771, -1.76661], [1.44292, -0.33074, 0.30010], [1.93874, 0.88804, -1.30714]], "forces_ev_per_a": [[1.820, 5.081, -2.747], [-0.824, -2.452, 1.989], [0.701, -1.073, 0.356], [-1.322, -2.000, 0.870], [0.477, 0.111, 0.393], [-0.680, -0.612, -0.125], [-0.172, 0.945, -0.736]], "e_above_lowest_ev": 5.156, "homo_energy_ev": [-11.07, -10.90], "e_tot_ha": -782.1522, "gap_ev": [6.754, 6.536]}

---

{"formula": "C44H54AsBrIO5P2S4Tc", "method": "ωB97M-V/def2-TZVPD", "species": ["Tc", "I", "C", "C", "C", "C", "C", "C", "C", "C", "C", "P", "C", "C", "C", "C", "C", "C", "C", "C", "C", "C", "C", "C", "C", "H", "H", "H", "H", "H", "H", "H", "H", "H", "H", "H", "H", "H", "H", "H", "H", "C", "C", "C", "C", "C", "C", "C", "Br", "C", "O", "C", "C", "C", "C", "C", "C", "H", "H", "H", "H", "H", "H", "H", "H", "H", "H", "H", "H", "H", "H", "H", "H", "H", "H", "H", "H", "S", "As", "S", "S", "S", "C", "C", "C", "C", "O", "P", "O", "O", "O", "C", "C", "C", "C", "H", "H", "H", "H", "H", "H", "H", "H", "H", "H", "H", "H", "H", "H", "H", "H", "H", "H"], "xyz": [[0.70512, -1.57115, -0.19328], [1.93416, -3.21172, 1.58573], [0.84931, -3.49626, 3.46632], [1.56020, -4.30654, 4.32197], [1.03500, -4.68777, 5.55942], [-0.20185, -4.23849, 5.91794], [-0.94053, -3.38722, 5.07109], [-2.20611, -2.96247, 5.52501], [-2.99426, -2.15720, 4.75540], [-2.51665, -1.75561, 3.51085], [-1.27703, -2.13212, 3.01452], [-1.11367, -1.37475, 1.35133], [-1.29444, 0.42056, 1.59019], [-1.27630, 1.22173, 0.44638], [-1.34229, 2.59808, 0.55522], [-1.43543, 3.19104, 1.80501], [-1.47006, 2.40178, 2.94255], [-1.38456, 1.02186, 2.84180], [-2.65072, -1.99812, 0.62013], [-2.79817, -3.38265, 0.54896], [-3.99375, -3.93034, 0.12439], [-5.04509, -3.10081, -0.23865], [-4.89715, -1.72537, -0.17685], [-3.70402, -1.16790, 0.25482], [-0.43069, -2.97853, 3.78585], [2.53516, -4.66821, 4.03105], [1.60252, -5.33793, 6.20372], [-0.64478, -4.52600, 6.85858], [-2.53949, -3.29318, 6.49646], [-3.96842, -1.83663, 5.08775], [-3.15230, -1.12258, 2.90612], [-1.21273, 0.76533, -0.52970], [-1.32789, 3.20913, -0.33535], [-1.47960, 4.26547, 1.88788], [-1.56606, 2.86007, 3.91548], [-1.39333, 0.42544, 3.74136], [-1.96968, -4.01919, 0.83116], [-4.10429, -5.00288, 0.08371], [-5.97980, -3.52493, -0.56990], [-5.71550, -1.08081, -0.45631], [-3.59797, -0.09429, 0.31724], [2.46008, 5.73801, -0.18514], [3.71909, 5.03220, 0.35269], [4.88803, 5.24668, -0.61800], [4.09936, 5.66608, 1.69358], [3.34438, 3.57161, 0.47630], [3.13229, 2.77488, -0.65531], [2.65277, 1.50215, -0.49581], [2.46918, 0.30304, -1.95999], [2.25312, 0.95234, 0.75778], [1.53576, -0.13242, 0.74166], [2.64089, 1.69112, 1.91321], [3.15043, 2.96402, 1.71120], [2.62541, 1.19166, 3.34658], [1.86967, 2.17478, 4.25145], [2.02506, -0.19915, 3.51233], [4.09504, 1.12367, 3.80308], [2.65076, 6.80349, -0.27968], [1.62671, 5.59610, 0.50056], [2.17738, 5.34785, -1.15966], [5.13252, 6.30517, -0.65344], [4.65532, 4.92961, -1.62944], [5.76942, 4.70997, -0.27742], [4.33762, 6.71411, 1.53662], [4.97832, 5.18758, 2.11798], [3.28287, 5.62700, 2.40974], [3.36235, 3.13785, -1.64231], [3.42110, 3.52544, 2.58484], [0.87971, 2.38544, 3.85740], [2.40460, 3.11246, 4.35897], [1.77120, 1.74052, 5.24234], [0.99622, -0.24646, 3.15612], [2.03706, -0.47792, 4.56313], [2.63516, -0.92269, 2.97798], [4.56331, 2.10205, 3.76773], [4.66961, 0.45068, 3.17150], [4.14033, 0.76144, 4.82615], [1.60846, -5.85683, -5.67486], [1.26584, -3.50038, -3.11998], [3.28876, -3.75406, -2.87321], [0.08196, -3.58056, -1.25073], [0.24672, -4.67433, -5.03059], [-3.12402, -3.56536, -3.17837], [-2.77893, -2.26043, -3.89438], [-3.39707, -1.06203, -3.19903], [-3.21648, -2.34376, -5.35496], [-1.32677, -2.15057, -3.85271], [-0.37859, -1.04678, -3.25394], [0.98790, -1.68625, -3.63960], [-0.51326, -0.83466, -1.76967], [-0.54812, 0.36316, -3.84754], [-0.30293, 1.00267, -5.13809], [-1.54425, 1.85642, -5.38001], [0.93938, 1.87009, -4.97237], [-0.10118, -0.02582, -6.23515], [-4.20221, -3.68602, -3.11585], [-2.71734, -3.55859, -2.16998], [-2.70296, -4.41029, -3.72060], [-4.47647, -1.16884, -3.16967], [-3.14325, -0.14733, -3.72703], [-3.01884, -0.99699, -2.18244], [-4.27991, -2.56486, -5.38871], [-2.68038, -3.13220, -5.87766], [-3.05220, -1.40499, -5.87541], [-1.75532, 2.45632, -4.49748], [-2.40514, 1.22376, -5.58447], [-1.38118, 2.51747, -6.22556], [0.81846, 2.52685, -4.11359], [1.08360, 2.47466, -5.86427], [1.81968, 1.24796, -4.82425], [-0.96091, -0.68723, -6.30244], [0.78837, -0.61994, -6.03706], [0.02958, 0.48053, -7.18840]], "forces_ev_per_a": [[-0.112, 0.617, -0.128], [-0.496, -0.270, 0.730], [0.540, -0.066, -0.419], [0.002, 0.350, -0.743], [-0.342, 0.069, 0.194], [0.352, -0.087, -0.102], [0.137, 0.019, -0.193], [-0.169, 0.210, -0.246], [0.106, -0.174, 0.288], [0.322, -0.175, -0.136], [-0.382, 0.453, -0.222], [0.762, -0.438, -0.618], [-0.013, -0.058, 0.053], [-0.041, -0.048, -0.012], [-0.009, -0.012, 0.000], [-0.007, -0.026, 0.048], [-0.066, 0.074, -0.053], [-0.058, -0.042, -0.074], [-0.144, 0.162, -0.107], [0.017, 0.171, -0.103], [0.089, -0.066, 0.078], [-0.029, 0.107, 0.018], [-0.091, -0.089, -0.015], [0.188, -0.091, 0.095], [-0.159, -0.022, 0.222], [0.091, -0.049, -0.015], [0.088, -0.068, 0.083], [-0.013, -0.034, 0.123], [-0.027, -0.063, 0.107], [-0.087, 0.032, 0.065], [-0.051, -0.018, 0.041], [0.020, 0.031, -0.082], [0.017, 0.036, -0.068], [-0.043, 0.124, 0.038], [0.037, 0.031, 0.083], [0.040, -0.008, 0.062], [0.001, -0.157, 0.103], [-0.039, -0.118, -0.022], [-0.120, -0.071, -0.006], [-0.116, 0.079, -0.028], [-0.022, 0.085, 0.025], [0.218, 0.036, 0.106], [-0.091, 0.281, -0.157], [-0.141, -0.069, 0.172], [-0.069, -0.107, -0.210], [-0.021, -0.530, 0.191], [0.166, -0.027, -0.056], [-0.365, -0.373, 0.572], [0.186, 0.085, 0.147], [1.359, 1.888, -0.660], [-1.083, -1.431, 0.780], [-0.455, -0.658, -0.575], [0.114, 0.295, -0.321], [-0.004, -0.040, 0.244], [0.068, -0.121, -0.101], [0.071, 0.089, -0.044], [-0.199, -0.028, 0.010], [-0.017, 0.163, -0.052], [-0.112, 0.003, 0.047], [-0.047, -0.025, -0.131], [0.027, 0.111, -0.044], [-0.038, -0.077, -0.161], [0.138, -0.080, 0.003], [0.038, 0.120, -0.037], [0.099, -0.065, 0.128], [-0.086, -0.021, 0.124], [0.033, 0.084, -0.179], [0.003, 0.100, 0.186], [-0.057, 0.004, 0.019], [0.033, 0.168, 0.022], [-0.040, -0.025, 0.175], [0.035, -0.052, 0.011], [0.003, 0.009, 0.177], [-0.075, -0.037, -0.033], [0.096, 0.100, 0.031], [0.074, -0.106, -0.080], [0.037, -0.058, 0.176], [-1.188, 1.233, 0.780], [1.432, 1.451, 1.790], [-0.934, -0.124, -0.769], [-0.182, -0.939, -0.173], [1.029, -0.993, -0.758], [0.348, 0.393, 0.007], [-1.163, -0.245, 0.034], [0.239, -0.118, -0.056], [0.300, 0.157, 0.308], [0.474, 0.316, -0.366], [-0.628, 0.372, 0.464], [0.736, -1.265, -0.467], [-0.146, 0.047, 0.367], [0.015, -0.540, 0.164], [0.066, 0.647, -0.805], [0.226, -0.254, 0.153], [-0.240, -0.240, 0.144], [-0.026, -0.067, 0.256], [-0.066, -0.024, -0.070], [-0.019, 0.003, 0.027], [-0.010, -0.153, -0.068], [-0.118, 0.015, 0.001], [-0.078, 0.169, -0.078], [-0.089, 0.031, 0.087], [-0.079, -0.040, -0.026], [0.025, -0.126, -0.060], [0.025, 0.142, -0.073], [-0.002, 0.092, 0.019], [-0.117, -0.018, -0.058], [-0.015, 0.041, -0.107], [0.040, 0.083, 0.041], [0.004, 0.028, -0.065], [0.081, 0.009, 0.020], [-0.109, -0.069, -0.115], [0.118, -0.054, -0.051], [-0.020, 0.027, -0.041]], "total_charge": 2, "homo_energy_ev": [-12.32, -12.31], "e_tot_ha": -9548.5955, "gap_ev": [2.871, 2.851]}

---

{"formula": "C17H17Br51", "method": "ωB97M-V/def2-TZVPD", "species": ["C", "Br", "Br", "Br", "H", "C", "Br", "Br", "Br", "H", "C", "Br", "Br", "Br", "H", "C", "Br", "Br", "Br", "H", "C", "Br", "Br", "Br", "H", "C", "Br", "Br", "Br", "H", "C", "Br", "Br", "Br", "H", "C", "Br", "Br", "Br", "H", "C", "Br", "Br", "Br", "H", "C", "Br", "Br", "Br", "H", "C", "Br", "Br", "Br", "H", "C", "Br", "Br", "Br", "H", "C", "Br", "Br", "Br", "H", "C", "Br", "Br", "Br", "H", "C", "Br", "Br", "Br", "H", "C", "Br", "Br", "Br", "H", "C", "Br", "Br", "Br", "H"], "xyz": [[22.03708, 12.73608, 15.78818], [20.28208, 12.48674, 16.65518], [22.10968, 11.68718, 14.14566], [23.45174, 12.23040, 17.12004], [22.21694, 13.77162, 15.49942], [10.16958, 10.35952, 12.49846], [11.06388, 10.37154, 10.76042], [11.03224, 11.67668, 13.75916], [10.04877, 8.53539, 13.21018], [9.16768, 10.69100, 12.22566], [13.76406, 14.34336, 10.56056], [15.21566, 14.35814, 11.86166], [14.04122, 15.73928, 9.15844], [12.04856, 14.44862, 11.58122], [13.79458, 13.36566, 10.07966], [12.33044, 17.95752, 13.60446], [11.67378, 18.30357, 11.76790], [11.91134, 19.51746, 14.77414], [14.29558, 17.64028, 13.58918], [11.93998, 17.03326, 14.03036], [17.72826, 9.17918, 17.24363], [19.14716, 7.77420, 17.41825], [17.45372, 10.26404, 18.95688], [16.05620, 8.41771, 16.53262], [18.01694, 9.95468, 16.53412], [8.86474, 16.72089, 15.82506], [9.63754, 14.98172, 15.32932], [8.72940, 17.81868, 14.18762], [9.86450, 17.78694, 17.10308], [7.81724, 16.63556, 16.11412], [20.66992, 8.56186, 11.90904], [19.10150, 7.68174, 11.00734], [22.34604, 7.46512, 11.86340], [20.11795, 8.90456, 13.77598], [20.88078, 9.51878, 11.43162], [12.18904, 15.49422, 18.72208], [13.17790, 16.48829, 17.34301], [13.48590, 15.33288, 20.22470], [11.61472, 13.65142, 18.08590], [11.25938, 15.93960, 19.07628], [18.24998, 18.91612, 11.20862], [16.95980, 18.28412, 9.82638], [20.04388, 18.76602, 10.41464], [17.88960, 17.73172, 12.79038], [18.04869, 19.94928, 11.49172], [16.14000, 18.02222, 20.42122], [16.18512, 20.01494, 20.63480], [16.11842, 17.11954, 22.17452], [17.61980, 17.40304, 19.27400], [15.17986, 17.73748, 19.99094], [16.79706, 13.49270, 23.45844], [18.28684, 13.84728, 24.65638], [17.27736, 13.80180, 21.57456], [15.12842, 14.36770, 24.08964], [16.67662, 12.40946, 23.44534], [20.56328, 17.09168, 17.09598], [20.75314, 19.02916, 16.54014], [22.33718, 16.33696, 17.33952], [19.48743, 16.17750, 15.68366], [20.08270, 17.09589, 18.07431], [13.72158, 10.62014, 21.89842], [15.65184, 10.22336, 22.26436], [13.56554, 11.43504, 20.04508], [12.87034, 11.68084, 23.24882], [13.20158, 9.66306, 21.85742], [16.64860, 20.63062, 15.49498], [18.51694, 21.16624, 15.06674], [15.96294, 21.78452, 17.00942], [16.68693, 18.71276, 16.14656], [16.05044, 20.68945, 14.58568], [18.70042, 12.00098, 9.45464], [18.29754, 11.44542, 11.25836], [18.38403, 10.50138, 8.21880], [20.53433, 12.71746, 9.37074], [18.07024, 12.84882, 9.18608], [14.51368, 8.40550, 12.68642], [13.24738, 7.79538, 14.12740], [16.13287, 7.26150, 12.62756], [15.04748, 10.26259, 13.05300], [13.94550, 8.34203, 11.75838], [15.90138, 13.86316, 15.51822], [16.37848, 14.20952, 17.33684], [13.99726, 13.20422, 15.52398], [17.07819, 12.51936, 14.81728], [15.97640, 14.79508, 14.95788]], "forces_ev_per_a": [[0.135, -0.733, 0.560], [0.832, 0.302, -0.404], [0.302, 0.564, 0.673], [-0.800, 0.347, -1.043], [-0.283, -0.189, 0.354], [0.361, 0.124, -0.010], [0.079, -0.035, 0.534], [-0.738, -1.209, -0.849], [-0.287, 1.107, -0.312], [0.230, 0.038, 0.645], [-0.155, 0.441, 0.456], [-0.151, -0.060, -0.548], [-0.436, -0.956, 1.047], [1.010, 0.146, -0.977], [-0.145, 0.375, 0.017], [0.773, 0.810, -0.218], [0.363, -0.321, 1.173], [0.503, -0.936, -0.812], [-1.048, 0.294, -0.105], [-0.395, 0.358, -0.203], [-0.225, 0.025, 0.683], [-1.111, 1.276, -0.080], [0.191, -1.124, -1.403], [0.875, 0.426, 0.574], [0.274, -0.433, 0.109], [0.067, 0.597, -1.147], [-0.401, 0.903, 0.463], [-0.092, -0.409, 0.238], [-0.565, -0.779, 0.054], [0.501, -0.381, 0.352], [-0.410, -0.956, 0.498], [1.613, 0.575, 0.321], [-1.324, 0.783, -0.060], [0.220, -0.391, -0.901], [-0.151, -0.306, 0.001], [1.134, -1.281, -0.089], [-0.813, -0.340, 0.412], [-0.954, -0.038, -0.509], [0.366, 1.426, 0.616], [0.444, 0.280, -0.286], [-0.434, -1.488, -0.532], [0.488, 0.675, 0.648], [-0.812, 0.123, 0.835], [0.716, 1.030, -0.887], [0.052, -0.335, -0.089], [0.297, 0.447, 0.652], [-0.024, -1.434, -0.193], [0.134, 0.705, -0.833], [-0.866, 0.154, 0.786], [0.381, 0.223, -0.286], [0.117, -0.184, -0.211], [-0.451, 0.089, -0.366], [-0.285, 0.090, 0.656], [1.190, -0.434, -0.503], [-0.418, 0.416, 0.407], [0.335, 1.004, -1.074], [-0.115, -1.525, 0.625], [-0.652, -0.041, -0.165], [0.819, 0.352, 1.207], [-0.126, -0.146, -0.459], [0.613, 0.100, -1.121], [-1.301, 0.195, -0.099], [0.139, -0.628, 1.603], [0.205, -0.241, -0.338], [0.298, 0.259, -0.057], [0.983, -0.457, 1.507], [-1.416, -0.038, -0.070], [0.376, -0.923, -1.539], [-0.192, 1.568, -0.498], [-0.042, 0.099, 0.422], [0.450, -0.094, -0.076], [-0.024, 0.173, -0.206], [0.233, 0.852, 0.425], [-0.634, -0.440, -0.108], [-0.020, -0.435, 0.023], [0.218, -0.138, 1.171], [1.205, 0.265, -0.818], [-1.282, 0.646, -0.011], [-0.406, -0.890, -0.351], [0.354, 0.032, 0.182], [-1.000, -0.604, 0.471], [0.088, 0.272, 0.250], [1.261, 0.495, -0.413], [-0.055, 0.222, -0.328], [-0.186, -0.328, -0.064]], "e_above_lowest_ev": 2.841, "homo_energy_ev": -9.85, "e_tot_ha": -131932.4250, "gap_ev": 8.952}